# 1
Below is the molecule C4H6N2, with properties calculated with ωB97M-V with the def2-TZVPD basis set.

```
12
Properties=species:S:1:pos:R:3
N -0.06 2.40 -1.76
C 0.31 1.31 -1.59
C 0.67 -0.02 -1.09
C 0.38 0.06 0.43
C -1.04 -0.24 0.98
N -0.05 -1.28 0.93
H 0.06 -0.82 -1.50
H 1.72 -0.30 -1.31
H 1.14 0.79 0.79
H -1.87 -0.30 0.28
H -1.44 0.01 1.98
H 0.19 -1.60 1.86
```

## Properties
spin multiplicity: 1
energy above the lowest of the compared OMol25 structures with the same formula, charge and spin: 51.1 kcal per mole
structure (SMILES): N#CC[C@H]1CN1

***

# 2
Below is a cluster of 2 separate species, C16H17Cl2N2OP in total, with properties calculated with ωB97M-V with the def2-TZVPD basis set.

```
39
Properties=species:S:1:pos:R:3
C -0.69 2.28 0.61
C -1.14 1.21 0.29
C -1.71 -0.03 -0.21
C -1.11 -1.17 0.48
N -0.61 -2.04 1.05
C -1.59 -0.19 -1.76
C -2.73 0.38 -2.49
N -3.59 0.77 -3.14
C -0.27 0.34 -2.37
C 0.87 -0.63 -2.16
C 1.14 -1.63 -3.09
C 2.16 -2.52 -2.84
C 2.92 -2.44 -1.68
C 2.68 -1.44 -0.75
C 3.46 -1.33 0.54
C 1.65 -0.54 -1.01
P -3.55 0.00 0.35
C -3.28 0.26 2.15
O -3.95 -1.60 0.28
H -0.14 3.13 0.96
H -1.62 -1.27 -1.96
H -0.43 0.44 -3.44
H -0.03 1.33 -2.00
H 0.55 -1.69 -4.00
H 2.37 -3.31 -3.55
H 3.71 -3.16 -1.49
H 3.14 -2.10 1.24
H 3.24 -0.37 1.01
H 4.53 -1.41 0.36
H 1.43 0.24 -0.28
H -3.89 -0.47 2.70
H -3.56 1.28 2.42
H -2.24 0.11 2.46
H -3.63 -2.08 1.05
C 1.15 4.01 4.18
Cl 1.73 2.35 4.26
Cl 1.10 4.61 2.51
H 0.14 4.05 4.58
H 1.81 4.65 4.75
```

## Properties
spin multiplicity: 1
energy above the lowest of the compared OMol25 structures with the same formula, charge and spin: 0.0 kcal per mole
structure (SMILES): C#C[C@](C#N)([C@@H](C#N)Cc1cccc(C)c1)P(C)O.ClCCl

***

# 3
Below is a structure of composition C5H7N4O3, with properties calculated with ωB97M-V with the def2-TZVPD basis set.

```
19
Properties=species:S:1:pos:R:3
C -0.45 -2.36 0.24
C 0.08 0.08 -1.34
C -0.58 1.39 1.56
C 2.07 -0.50 -2.32
C -0.30 0.40 -0.06
N 1.40 -0.43 -1.27
N -1.57 -2.01 0.37
N -1.37 1.24 0.47
N -0.59 2.07 2.68
O 0.66 -2.66 0.14
O -0.60 0.12 -2.37
O 0.52 0.72 1.14
H 1.39 -0.15 -3.17
H 3.05 -1.04 -2.27
H 1.92 -0.53 -0.44
H -2.37 -2.58 0.47
H -2.29 1.50 0.06
H -1.31 2.68 3.00
H 0.35 2.05 3.13
```

## Properties
net charge: +1
spin multiplicity: 1
energy above the lowest of the compared OMol25 structures with the same formula, charge and spin: 58.8 kcal per mole

***

# 4
Below is a structure of composition C6H13N, with properties calculated with ωB97M-V with the def2-TZVPD basis set.

```
20
Properties=species:S:1:pos:R:3
C 0.74 -0.62 1.93
C -0.03 -1.04 0.64
C 0.90 -1.89 -0.22
C -0.48 0.18 -0.23
C -1.16 -0.27 -1.43
C 0.03 2.38 -0.76
N -0.31 1.39 0.25
H 0.77 0.48 1.93
H 1.73 -1.03 1.91
H 0.21 -1.05 2.79
H -0.87 -1.68 0.93
H 1.08 -2.84 0.29
H 1.79 -1.33 -0.49
H 0.42 -2.15 -1.16
H -1.88 -1.03 -1.13
H -1.75 0.52 -1.92
H 1.11 2.55 -0.79
H -0.06 1.99 -1.78
H -0.49 3.30 -0.52
H 0.08 -0.18 -1.45
```

## Properties
spin multiplicity: 1
energy above the lowest of the compared OMol25 structures with the same formula, charge and spin: 89.5 kcal per mole

***

# 5
Below is a structure of composition C5H11NO2, with properties calculated with ωB97M-V with the def2-TZVPD basis set.

```
19
Properties=species:S:1:pos:R:3
C 0.84 -0.33 -0.22
C -1.52 1.06 1.16
C 1.36 0.46 -1.40
C 1.81 -0.48 0.91
C -1.24 -0.70 -0.86
O -0.99 0.96 -0.12
O -2.39 -1.32 -0.57
N -0.13 -1.22 -0.28
H -2.23 -1.83 0.24
H -1.26 -0.30 -1.88
H -2.61 1.13 1.13
H -1.24 0.20 1.79
H -1.15 1.98 1.64
H 1.33 -0.95 1.77
H 0.59 0.76 -2.10
H 1.87 1.36 -1.07
H 2.07 -0.18 -1.94
H 2.22 0.49 1.20
H 2.64 -1.11 0.59
```

## Properties
spin multiplicity: 1
energy above the lowest of the compared OMol25 structures with the same formula, charge and spin: 78.3 kcal per mole

***

# 6
Below is a cluster of 4 separate species, C6H8O2 in total, with properties calculated with ωB97M-V with the def2-TZVPD basis set.

```
16
Properties=species:S:1:pos:R:3
C 1.08 1.33 -0.30
C 0.21 0.04 0.15
C -1.10 0.05 1.02
C -1.91 -0.34 -0.14
C -0.57 -0.43 -1.06
C 1.25 -0.99 0.56
H 2.37 0.74 -0.95
H 1.31 2.10 0.63
H 0.71 2.31 -1.71
H -1.02 -0.80 1.80
H -1.31 0.86 1.76
H -0.78 0.17 -1.93
H -0.23 -1.49 -1.43
H 1.39 -0.80 2.15
O -3.16 -0.83 -0.24
O 1.74 -1.92 -0.32
```

## Properties
spin multiplicity: 1
energy above the lowest of the compared OMol25 structures with the same formula, charge and spin: 246.8 kcal per mole

***

# 7
Below is a structure of composition C24H29FeN3STe2, with properties calculated with ωB97M-V with the def2-TZVPD basis set.

```
60
Properties=species:S:1:pos:R:3
Fe -0.62 0.19 -0.07
N -0.19 0.64 1.98
C -1.41 0.95 2.75
C -2.20 -0.33 3.00
C -2.81 -0.94 1.75
N -1.77 -1.33 0.76
H 0.32 -0.10 2.44
H 0.41 1.46 1.96
H -2.01 1.65 2.17
H -1.17 1.41 3.71
H -3.01 -0.10 3.70
H -1.56 -1.06 3.50
H -3.45 -0.21 1.27
H -3.42 -1.80 2.03
H -2.19 -1.74 -0.07
H -1.18 -2.06 1.15
S -0.25 4.57 -1.47
C 1.29 4.33 -0.72
C 2.36 5.22 -0.63
C 3.48 4.82 0.07
C 3.53 3.57 0.69
C 2.47 2.68 0.58
C 1.34 3.05 -0.15
N 0.18 2.30 -0.33
C -0.73 2.97 -0.96
C -2.06 2.43 -1.20
C -3.07 3.18 -1.80
C -4.30 2.61 -2.05
C -4.50 1.27 -1.71
C -3.47 0.54 -1.12
C -2.23 1.09 -0.82
H 2.30 6.20 -1.09
H 4.32 5.50 0.16
H 4.40 3.28 1.25
H 2.51 1.71 1.05
H -2.89 4.22 -2.07
H -5.09 3.18 -2.51
H -5.44 0.79 -1.93
H -3.66 -0.52 -0.93
C 4.21 -0.34 0.70
Te 2.49 -0.71 -0.52
C 1.98 -2.40 0.68
H 3.91 -0.17 1.74
H 4.70 0.56 0.31
H 4.90 -1.18 0.65
H 2.63 -3.25 0.48
H 0.95 -2.67 0.43
H 2.06 -2.11 1.73
Te -0.72 -1.35 -2.38
C 0.14 -3.26 -1.97
C -0.55 -4.20 -1.21
C 0.01 -5.44 -0.91
C 1.27 -5.77 -1.40
C 1.95 -4.85 -2.19
C 1.39 -3.61 -2.47
H -1.55 -3.97 -0.84
H -0.54 -6.15 -0.31
H 1.71 -6.73 -1.17
H 2.93 -5.10 -2.59
H 1.93 -2.90 -3.09
```

## Properties
spin multiplicity: 1
electronic energy: -89637.02510 eV

***

# 8
Below is a structure of composition C6H6, with properties calculated with ωB97M-V with the def2-TZVPD basis set.

```
12
Properties=species:S:1:pos:R:3
C 3.31 -0.61 -0.07
C 2.28 -0.01 0.06
C -0.41 1.62 -0.33
C 0.50 0.82 0.08
C -0.84 0.38 0.54
C -1.69 -0.80 -0.15
H 4.21 -1.19 0.14
H -0.71 2.44 -1.01
H -1.10 0.63 1.55
H -1.51 -1.63 0.34
H -1.32 -0.95 -1.08
H -2.73 -0.70 -0.07
```

## Properties
spin multiplicity: 1
energy above the lowest of the compared OMol25 structures with the same formula, charge and spin: 176.9 kcal per mole

***

Number 1: strongest force on any atom 1.75 eV/Å. Number 2: strongest force on any atom 0.64 eV/Å. Number 3: strongest force on any atom 3.42 eV/Å. Number 4: strongest force on any atom 6.11 eV/Å. Number 5: strongest force on any atom 2.20 eV/Å. Number 6: strongest force on any atom 9.82 eV/Å. Number 7: strongest force on any atom 0.97 eV/Å. Number 8: strongest force on any atom 5.77 eV/Å.